Record 1
Entry from the OMol25 dataset: one molecule with the formula C19H28N2O3S2 (wB97M-V/def2-TZVPD).

Results
- SMILES = CSC1(C(=O)N2C[C@H]3CSC[C@@]3(C)C2)CN(C(=O)[C@@H]2CC3(CC3)CO2)C1
- highest occupied orbital energy (eV) = -8.67
- total charge = 0
- LUMO level (eV) = 0.49

```
54
C19H28N2O3S2, DFT wB97M-V/def2-TZVPD
C 1.68 0.14 0.40
S -0.11 0.29 0.24
C -0.59 -1.44 0.48
C 0.08 -2.32 -0.56
O 1.10 -2.94 -0.27
N -0.45 -2.37 -1.80
C -1.57 -1.58 -2.32
C -1.27 -1.53 -3.81
C -0.22 -0.47 -4.13
S 0.80 -1.09 -5.51
C 0.17 -2.80 -5.38
C -0.63 -2.90 -4.09
C -1.66 -4.02 -4.17
C 0.26 -3.09 -2.85
C -0.43 -1.94 1.94
N -1.88 -1.84 2.09
C -2.63 -2.56 2.96
O -2.16 -3.11 3.94
C -4.12 -2.65 2.58
C -5.01 -3.02 3.77
C -5.71 -4.28 3.29
C -6.57 -5.13 4.15
C -7.19 -4.31 3.04
C -4.75 -4.84 2.27
O -4.24 -3.69 1.60
C -2.13 -1.55 0.68
H 2.08 1.15 0.34
H 1.95 -0.29 1.36
H 2.11 -0.47 -0.40
H -2.53 -2.08 -2.13
H -1.60 -0.59 -1.87
H -2.16 -1.38 -4.42
H -0.67 0.48 -4.42
H 0.42 -0.29 -3.26
H -0.46 -3.01 -6.24
H 1.01 -3.49 -5.39
H -1.18 -4.97 -4.39
H -2.20 -4.13 -3.23
H -2.39 -3.81 -4.96
H 1.26 -2.65 -2.99
H 0.39 -4.14 -2.58
H -0.07 -2.97 2.01
H 0.14 -1.30 2.60
H -4.43 -1.72 2.10
H -4.38 -3.23 4.64
H -5.71 -2.22 4.02
H -6.52 -6.21 4.02
H -6.73 -4.81 5.17
H -7.77 -3.45 3.32
H -7.55 -4.84 2.17
H -3.94 -5.39 2.76
H -5.22 -5.48 1.52
H -2.69 -0.64 0.49
H -2.59 -2.39 0.15
```

Atom charges from the Mulliken analysis, given in e for atoms 1 to 5: number 1, C, carries -0.853; number 2, S, carries -0.064; number 3, C, carries 1.635; number 4, C, carries -0.839; number 5, O, carries -0.698

Record 2
Entry from the OMol25 dataset: a 2-piece molecular cluster, C4H10N2OS overall (wB97M-V/def2-TZVPD).

Results
- highest occupied orbital energy (eV) = -9.83
- total charge = 0
- LUMO level (eV) = -0.52

```
18
C4H10N2OS, DFT wB97M-V/def2-TZVPD
C 0.35 -1.56 1.76
C -0.57 -0.36 1.67
C 0.07 0.84 0.92
C 0.50 0.34 -0.49
N 0.13 0.48 -3.18
N 0.39 1.33 -1.42
O -1.96 0.05 -4.36
S -1.38 0.71 -3.25
H 0.03 -2.33 2.37
H 0.40 -1.84 0.74
H 1.26 -1.22 2.16
H -1.52 -0.54 1.17
H -0.68 -0.06 2.73
H -0.77 1.53 0.81
H 0.97 1.43 1.43
H -0.15 -0.52 -0.90
H 1.66 0.06 -0.46
H 1.27 1.66 -1.72
```

Atom charges from the Mulliken analysis, given in e for atoms 1 to 5: number 1, C, carries -1.228; number 2, C, carries -0.545; number 3, C, carries -0.468; number 4, C, carries -0.102; number 5, N, carries -0.265

Q: Which HOMO-LUMO gap values were calculated for the entries above? A: 9.15, 9.31, in eV.
Q: Which energy above the lowest of the compared OMol25 structures with the same formula, charge and spin values were calculated for the entries above? A: 1.0043, 5.5736, in eV.